{"formula": "C6H8O2", "method": "ωB97M-V with the def2-TZVPD basis set", "symbols": ["O", "O", "C", "C", "C", "C", "C", "C", "H", "H", "H", "H", "H", "H", "H", "H"], "positions_angstrom": [[1.73, -1.86, -1.05], [-0.43, -1.37, -0.66], [-1.11, -0.18, -0.38], [-2.59, -0.27, -0.45], [0.89, -1.08, -0.71], [1.11, 0.40, -0.15], [-0.30, 0.81, 0.02], [1.98, 0.44, 1.10], [-2.95, -1.07, 0.19], [-0.61, 1.75, 0.43], [-3.03, 0.67, -0.14], [2.91, -0.10, 0.93], [-2.90, -0.50, -1.47], [1.46, -0.03, 1.94], [2.22, 1.47, 1.37], [1.62, 0.93, -0.97]], "mulliken_charge": [-0.56, -0.38, 0.56, -1.20, 0.29, 0.71, -0.70, -1.33, 0.30, 0.35, 0.31, 0.36, 0.31, 0.34, 0.35, 0.29], "homo_lumo_gap_ha": 0.371, "smiles": "CC1=C[C@@H](C)C(=O)O1", "lumo_ha": 0.0316, "relative_energy_kcal_mol": 4.2, "homo_ev": -9.24, "e_tot_ha": -383.9034}